The following is a DFT calculation (wB97M-V/def2-TZVPD) of a structure of composition C20H43Cl2GaN3P2 in a non-equilibrium geometry.

Last column: Löwdin charge in e.
Geometry (Å):
Ga1 -0.530 -0.169 -0.002  -0.375
Cl1 -0.385 1.081 -1.947  0.090
P1 -2.806 -0.512 -0.444  0.977
C1 -3.079 -1.431 -2.017  -0.514
C2 -3.626 -1.410 0.937  -0.534
C3 -3.580 1.144 -0.697  -0.537
C4 -1.923 -2.376 -2.382  -0.139
H1 -3.102 -0.621 -2.767  0.110
C5 -4.422 -2.168 -2.050  -0.118
H2 -4.438 -3.006 -1.344  0.064
H3 -4.562 -2.574 -3.062  0.081
H4 -5.272 -1.512 -1.831  0.054
H5 -1.011 -1.817 -2.613  0.035
H6 -2.202 -2.944 -3.279  0.075
H7 -1.702 -3.086 -1.574  0.073
H8 -3.012 1.512 -1.567  0.058
C6 -3.347 2.131 0.458  -0.113
C7 -5.059 1.021 -1.067  -0.123
H9 -5.195 0.571 -2.056  0.062
H10 -5.497 2.027 -1.096  0.079
H11 -5.613 0.429 -0.325  0.074
H12 -2.645 1.766 1.214  0.028
H13 -4.293 2.380 0.954  0.077
H14 -2.899 3.052 0.056  0.089
C8 -3.062 -2.829 1.079  -0.122
H15 -4.685 -1.451 0.632  0.095
C9 -3.521 -0.661 2.271  -0.107
H16 -3.255 -3.459 0.204  0.052
H17 -3.540 -3.305 1.946  0.082
H18 -1.981 -2.791 1.274  0.014
H19 -2.469 -0.549 2.572  0.044
H20 -4.026 -1.259 3.042  0.083
H21 -3.997 0.326 2.239  0.063
Cl2 0.105 -1.441 1.912  0.034
H22 0.089 -1.373 -0.781  -0.079
P2 2.886 0.442 -0.260  1.016
C10 3.236 2.040 -1.106  -0.560
C11 3.952 0.359 1.241  -0.577
C12 3.320 -0.902 -1.455  -0.552
C13 2.199 3.105 -0.715  -0.152
H23 3.076 1.800 -2.172  0.105
C14 4.668 2.516 -0.880  -0.140
H24 4.808 2.851 0.155  0.067
H25 4.844 3.379 -1.535  0.070
H26 5.410 1.750 -1.135  0.053
H27 1.214 2.859 -1.129  -0.010
H28 2.510 4.072 -1.122  0.068
H29 2.090 3.205 0.373  0.056
H30 2.683 -0.646 -2.322  0.100
C15 2.897 -2.306 -0.975  -0.142
C16 4.792 -0.814 -1.845  -0.142
H31 4.998 0.085 -2.435  0.059
H32 5.050 -1.677 -2.472  0.068
H33 5.444 -0.839 -0.959  0.071
H34 2.146 -2.278 -0.173  0.024
H35 3.763 -2.888 -0.637  0.062
H36 2.448 -2.854 -1.816  0.071
C17 3.500 1.414 2.255  -0.117
H37 4.960 0.607 0.880  0.081
C18 3.964 -1.030 1.876  -0.123
H38 3.500 2.438 1.856  0.055
H39 4.190 1.397 3.105  0.075
H40 2.495 1.176 2.624  0.066
H41 2.940 -1.336 2.133  0.034
H42 4.562 -0.980 2.796  0.074
H43 4.430 -1.788 1.236  0.057
N1 -0.197 1.429 1.181  0.075
C19 -0.192 1.930 2.252  -0.338
N2 -0.046 2.543 3.363  0.070
C20 -0.719 2.236 4.459  -0.413
N3 -1.281 2.009 5.466  0.058

E_HOMO in hartree: -0.15961
Max |F| in eV/A: 3.01
Charge: -1
Frontier orbital gap in eV: 6.8902